i | ORCA calculation (the ωB97M-V functional and the def2-TZVPD basis) on an isolated molecule of C2H4N4S.

Results
Lowest unoccupied orbital energy   -0.97 eV
Orbital gap   7.590 eV
HOMO   -8.561 eV

```
! wB97M-V def2-TZVPD RIJCOSX def2/J DEFGRID3
* xyz 0 1
C 0.9388 1.4327 -0.0160
C -0.2789 0.6513 0.0170
N 1.9713 0.6838 -0.0131
N 2.3205 -0.4108 -0.0050
N -0.1523 -0.6838 0.0616
N -1.2411 -1.5279 -0.1662
S -1.7407 1.4345 0.0112
H 0.9630 2.4996 -0.0438
H 0.7578 -1.1393 -0.0698
H -1.5138 -1.9952 0.6991
H -2.0245 -0.9448 -0.4751
*
```

=====

ii | ORCA calculation (the ωB97M-V functional and the def2-TZVPD basis) on an isolated molecule of C2H4N4S.

Results
Lowest unoccupied orbital energy   -0.11 eV
SMILES   [H]/N=c1\cn[nH]n1S
Orbital gap   8.569 eV
HOMO   -8.679 eV

```
! wB97M-V def2-TZVPD RIJCOSX def2/J DEFGRID3
* xyz 0 1
C 1.4580 0.0810 0.1649
C 0.1350 0.8352 0.0235
H -2.6997 -0.6195 1.2789
H -0.5725 -2.3189 0.0421
H 2.4291 0.4633 -0.0750
H 1.1454 2.4187 -0.2959
N -0.7621 -0.2283 0.0252
N -0.0382 -1.5107 -0.3980
N 1.2470 -1.2110 -0.2380
N 0.0889 2.0794 -0.3191
S -2.4310 0.0109 -0.2086
*
```

=====

Of all the structures shown, which is most stable? i, and ii is the least stable.